Entry 1:
105
Properties=species:S:1:pos:R:3:forces:R:3:lowdin_charge:R:1 method="wB97M-V/def2-TZVPD" charge=+2
Sc -0.3999 -0.2474 -0.5965 0.5 0.0 -0.7 1.184
N -0.2148 1.8291 1.5020 -0.1 0.0 0.0 0.098
C 0.4663 1.8985 2.7363 0.0 0.0 -0.1 -0.274
C 1.4306 2.8413 2.9779 0.0 0.0 0.1 -0.025
C 2.1355 2.8616 4.2021 0.0 0.0 0.0 -0.058
C 1.8655 1.9454 5.1772 0.0 0.0 0.0 -0.026
C 0.8758 0.9564 4.9548 0.0 0.0 0.1 -0.159
C 0.5391 -0.0260 5.9169 0.0 0.0 0.0 0.006
C -0.4092 -0.9602 5.6219 0.0 0.0 0.0 -0.027
C -1.0282 -0.9194 4.3530 0.0 0.0 0.0 -0.140
N -0.7466 -0.0321 3.4330 0.0 0.0 0.0 0.111
C 0.1863 0.9138 3.7276 -0.1 0.0 0.0 -0.201
H -0.2586 2.7377 1.0563 0.0 0.0 0.0 0.079
H -1.1600 1.4748 1.6298 0.1 0.0 0.1 0.021
H 1.6462 3.5944 2.2279 0.0 0.0 0.0 0.120
H 2.8828 3.6262 4.3649 0.0 0.0 0.0 0.115
H 2.3907 1.9678 6.1229 0.0 0.0 0.0 0.122
H 1.0356 -0.0201 6.8796 0.0 0.0 0.0 0.128
H -0.6981 -1.7163 6.3383 0.0 0.0 0.0 0.115
H -1.7855 -1.6566 4.1007 0.0 0.0 0.0 0.108
S -0.3925 -4.9867 -6.6503 0.1 0.1 0.0 1.081
N 0.5957 -4.9345 -5.3782 -0.1 0.0 0.0 -0.199
C 0.3467 -3.7931 -4.7532 0.1 -0.1 0.1 -0.303
C 1.0176 -3.3221 -3.5568 0.0 0.0 -0.1 -0.063
C 2.1007 -3.9879 -2.9883 0.0 0.0 0.0 0.046
C 2.7173 -3.4255 -1.8950 0.0 0.0 0.0 -0.002
C 2.1903 -2.2560 -1.3613 0.0 0.0 -0.1 -0.105
N 1.1302 -1.6221 -1.8620 0.0 -0.1 0.2 0.056
C 0.5799 -2.1243 -2.9866 0.0 0.1 0.0 -0.132
C -0.4427 -1.3054 -3.6457 0.1 0.0 0.0 -0.146
N -0.7259 -0.1170 -3.0750 0.0 0.0 0.1 0.065
C -1.5386 0.6998 -3.7363 0.0 -0.1 0.0 -0.086
C -2.1406 0.3765 -4.9505 0.0 0.0 0.0 -0.001
C -1.9038 -0.8593 -5.5003 0.0 0.0 0.0 0.043
C -1.0233 -1.7198 -4.8442 0.0 0.0 0.0 -0.064
C -0.6487 -3.0157 -5.3764 -0.1 0.1 -0.1 -0.301
N -1.1484 -3.5755 -6.4685 0.0 0.0 0.1 -0.198
H 2.4517 -4.9103 -3.4318 0.0 0.0 0.0 0.134
H 3.5907 -3.8738 -1.4442 0.0 0.0 0.0 0.123
H 2.6519 -1.8084 -0.4958 0.0 0.0 0.0 0.102
H -1.7260 1.6648 -3.2925 0.0 0.0 0.0 0.092
H -2.7797 1.0988 -5.4371 0.0 0.0 0.0 0.122
H -2.3612 -1.1693 -6.4306 0.0 0.0 0.0 0.133
O -2.0082 -0.3647 0.6393 -0.4 -0.1 0.2 -0.137
C -2.5611 -1.2913 -0.0602 -0.1 0.1 0.0 -0.556
O -1.9503 -1.6365 -1.1161 0.0 0.0 0.0 -0.045
C -3.8293 -1.8833 0.3654 0.0 0.0 0.0 -0.144
C -4.4197 -2.8845 -0.4045 0.0 0.0 0.0 0.000
C -5.6279 -3.4267 -0.0018 0.0 0.0 0.0 -0.049
C -6.2402 -2.9647 1.1577 0.0 0.0 0.0 -0.044
C -5.6520 -1.9638 1.9227 0.0 0.0 0.0 -0.061
C -4.4415 -1.4197 1.5308 0.0 0.0 0.0 -0.030
H -3.9311 -3.2227 -1.3081 0.0 0.0 0.0 0.123
H -6.0969 -4.2040 -0.5887 0.0 0.0 0.0 0.115
H -7.1864 -3.3885 1.4666 0.0 0.0 0.0 0.117
H -6.1406 -1.6082 2.8198 0.0 0.0 0.0 0.115
H -3.9689 -0.6370 2.1108 0.0 0.0 0.0 0.077
Cl -10.3936 5.0593 1.5334 0.0 0.0 0.0 0.715
C -8.7216 4.7691 1.2089 -0.1 0.0 0.0 -0.656
C -7.8659 5.8389 0.9930 0.0 0.0 0.0 -0.077
C -6.5259 5.5917 0.7523 0.0 0.0 0.0 -0.011
C -6.0231 4.2965 0.7183 0.0 0.0 -0.1 -0.199
C -4.5580 4.0362 0.4513 0.0 0.0 0.0 -0.329
C -4.3091 3.8100 -1.0340 0.0 -0.1 0.0 -0.031
N -2.9650 3.2606 -1.2146 0.0 0.0 0.0 -0.028
C -1.8014 3.9199 -1.5141 0.0 -0.1 -0.1 -0.006
C -0.8077 2.9916 -1.4253 0.0 0.0 0.1 -0.120
N -1.3512 1.7843 -1.0288 0.2 -0.1 0.1 -0.067
C -2.6498 1.9942 -0.9129 0.0 0.0 0.0 -0.131
O -3.7155 5.0948 0.8581 -0.1 0.0 0.1 -0.089
C -3.1295 4.8975 2.1556 0.1 0.0 -0.1 -0.125
C -4.1197 4.5038 3.2052 0.0 0.0 -0.1 -0.325
C -4.2803 3.2352 3.6785 0.1 0.0 0.0 -0.953
Cl -3.3091 1.8632 3.2818 -0.1 0.0 0.0 0.729
S -5.5754 3.0814 4.7818 0.0 0.0 0.0 1.028
C -5.9320 4.7522 4.6366 0.0 0.0 0.0 -0.375
C -5.0875 5.3809 3.7807 0.0 -0.1 0.0 -0.128
C -6.9177 3.2511 0.9087 0.0 -0.1 0.0 -0.557
Cl -6.3562 1.5940 0.8141 0.0 0.0 0.0 0.738
C -8.2605 3.4637 1.1644 0.0 0.0 0.0 -0.114
H -8.2501 6.8485 1.0221 0.0 0.0 0.0 0.115
H -5.8441 6.4194 0.6067 0.0 0.0 0.0 0.130
H -4.2714 3.1121 0.9664 0.0 0.1 0.0 0.085
H -4.4011 4.7315 -1.6053 0.0 0.1 0.1 0.152
H -5.0223 3.0861 -1.4279 0.0 0.0 0.0 0.135
H -1.7909 4.9644 -1.7700 0.0 0.0 0.0 0.141
H 0.2432 3.1125 -1.6286 0.0 0.0 0.0 0.124
H -3.3902 1.2725 -0.6054 0.0 0.0 0.0 0.147
H -2.6462 5.8427 2.3973 0.0 0.0 0.0 0.140
H -2.3564 4.1248 2.0759 0.0 0.0 0.0 0.098
H -6.7400 5.1806 5.2061 0.0 0.0 0.0 0.079
H -5.1420 6.4352 3.5530 0.0 0.0 0.0 0.127
H -8.9328 2.6328 1.3207 0.0 0.0 0.0 0.112
Se -0.3657 -3.7916 1.8470 0.2 0.1 0.0 1.252
N 0.8945 -3.4394 3.0397 -0.1 0.0 -0.1 -0.178
C 1.4761 -2.3135 2.6778 0.1 -0.1 0.1 -0.377
C 2.5521 -1.6360 3.3353 0.0 0.0 0.0 0.047
C 2.9925 -0.4821 2.7764 0.0 0.0 -0.1 -0.009
C 2.3824 0.0423 1.5886 0.1 -0.1 0.0 -0.084
N 1.4127 -0.5474 0.9443 -0.2 0.1 0.0 0.028
C 0.9654 -1.7287 1.4811 0.0 0.2 -0.2 -0.498
N 0.0065 -2.3614 0.8516 -0.1 0.0 0.3 -0.227
H 2.9814 -2.0422 4.2408 0.0 0.0 0.0 0.138
H 3.7959 0.0867 3.2219 0.0 0.0 0.0 0.125
H 2.7477 0.9769 1.1817 0.0 0.0 0.0 0.134



Entry 2:
33
Properties=species:S:1:pos:R:3:forces:R:3:lowdin_charge:R:1 method="wB97M-V/def2-TZVPD" smiles="CCOCC[n+]1ccc2c(ON=O)cccc2c1" charge=+1
C 5.0116 -0.9802 0.2349 0.0 0.1 -0.7 -0.084
C 4.2512 0.3972 0.5557 1.3 -0.5 0.7 -0.263
O 2.8254 0.2378 0.8269 0.2 1.6 -0.6 -0.198
C 2.2209 1.5683 0.9087 0.7 -0.1 0.6 -0.184
C 1.4480 1.9244 -0.4516 1.6 -0.3 0.2 -0.094
N 0.1435 1.1766 -0.5165 -3.6 -1.6 0.2 -0.072
C -0.1147 0.3823 -1.7286 -3.7 -1.6 1.0 0.045
C -1.4027 -0.4620 -1.8981 1.9 2.7 2.8 0.070
C -2.4453 -0.4454 -0.7373 0.0 -0.3 -0.3 -0.036
C -3.7528 -1.2870 -0.8189 -1.0 1.4 3.7 -0.145
O -4.0056 -2.0676 -2.0029 0.1 2.9 1.4 -0.074
N -3.1559 -3.1289 -2.1305 0.8 -2.5 2.5 -0.004
O -2.8559 -3.5900 -1.0645 0.0 0.7 -2.4 0.063
C -4.7984 -1.3240 0.3443 3.7 1.8 -0.9 0.077
C -4.5368 -0.4780 1.6394 3.6 0.6 -3.2 0.005
C -3.2200 0.3771 1.6926 -1.8 -1.9 -1.1 0.009
C -2.1627 0.4101 0.5374 0.0 -0.5 -0.7 -0.066
C -0.8258 1.2137 0.5701 -0.6 -1.4 -1.9 0.108
H 5.0900 -1.0547 -0.9180 -0.2 -0.3 1.9 0.083
H 4.5082 -1.9106 0.6730 0.5 1.5 -0.7 0.087
H 6.0951 -0.9796 0.6309 -1.8 0.3 -0.5 0.089
H 4.4080 1.0947 -0.3449 -0.2 -0.8 1.4 0.125
H 4.7112 0.8247 1.5323 -0.6 -0.3 -1.8 0.135
H 3.0669 2.3282 1.1280 -1.5 -0.9 -0.6 0.140
H 1.5605 1.5635 1.8475 0.7 0.1 -1.6 0.125
H 1.3498 3.0487 -0.6324 -0.3 -1.6 0.5 0.150
H 2.0964 1.5036 -1.3149 -1.1 0.7 1.5 0.141
H 0.6531 0.3889 -2.5718 -1.1 0.2 1.6 0.138
H -1.5535 -1.0731 -2.8582 0.3 1.1 1.7 0.125
H -5.7112 -1.9897 0.1950 1.4 1.1 0.3 0.125
H -5.2715 -0.5015 2.5175 1.4 0.1 -1.5 0.114
H -3.0538 0.9635 2.6715 -0.1 -1.0 -1.9 0.113
H -0.5733 1.8690 1.4836 -0.4 -1.2 -1.8 0.152



Entry 3:
67
Properties=species:S:1:pos:R:3:forces:R:3:lowdin_charge:R:1 method="wB97M-V/def2-TZVPD" charge=+1
C 2.0286 -1.4400 1.3966 0.1 0.1 -0.6 0.002
C 1.9738 -0.1565 0.5155 0.6 0.8 -0.3 -0.158
N 0.7638 0.2468 0.0899 1.9 -0.8 0.6 0.211
N 0.7245 1.3057 -0.6635 -0.6 2.8 -1.6 -0.067
C -0.6747 1.6622 -1.1336 -1.3 0.2 -0.3 -0.112
O -1.5707 1.7437 -0.0525 0.4 -1.1 -1.5 -0.038
C -2.3518 0.5738 0.0930 -1.8 -3.0 1.7 -0.240
C -2.2764 -0.0922 1.4043 -1.0 -0.4 -1.2 -0.006
C -3.0689 -1.2900 1.6551 0.1 1.4 -2.4 -0.060
C -3.9017 -1.8218 0.5768 0.4 0.8 -0.2 -0.083
C -4.0034 -1.1931 -0.7353 1.8 1.3 2.1 -0.059
C -3.2230 0.0310 -0.9448 0.6 -0.1 1.0 -0.024
C 1.6914 2.1457 -1.1022 3.1 -1.4 1.3 0.061
C 3.0862 1.8123 -0.7042 -2.9 -2.0 0.8 0.095
C 3.1793 0.6070 0.1090 -0.1 0.7 0.2 -0.123
C 4.5938 0.1324 0.5986 0.2 0.8 -1.2 -0.660
Cl 4.8148 0.3416 2.3977 -0.3 -0.2 -1.1 0.648
C 5.0164 -1.3033 0.0758 -0.5 0.4 -0.4 -0.685
C 4.2866 -1.7333 -1.2580 0.6 -0.7 0.0 -0.119
Cl 6.8073 -1.2092 -0.3135 -0.9 -0.1 0.6 0.609
H 1.9223 -2.3324 0.7189 0.0 0.8 0.6 0.099
H 3.0062 -1.5416 1.9219 -0.9 0.3 -0.4 0.048
H 1.2063 -1.4869 2.1500 0.6 0.3 -0.7 0.105
H -0.6806 2.6536 -1.6474 0.5 -0.7 0.6 0.150
H -0.9394 0.8879 -1.8972 0.1 0.5 0.8 0.144
H -1.6162 0.3447 2.2038 -1.0 -0.6 -1.2 0.066
H -3.0181 -1.7721 2.6572 -0.1 0.4 -1.0 0.103
H -4.4952 -2.7422 0.7909 0.6 0.9 -0.3 0.098
H -4.6287 -1.5812 -1.5678 0.6 0.3 0.9 0.100
H -3.2502 0.5704 -1.9263 -0.2 -0.7 0.9 0.110
H 1.4605 3.0251 -1.7511 -0.1 -1.1 0.8 0.156
H 3.9613 2.4167 -1.0232 -0.8 -0.6 0.3 0.137
H 5.3238 0.8536 0.1337 -0.7 -0.7 0.6 0.085
H 4.8285 -2.0424 0.8897 0.6 0.5 -0.8 0.096
H 3.3877 -2.3760 -1.0484 0.7 0.9 -0.2 0.079
H 4.0570 -0.8759 -1.9413 0.1 -0.7 0.7 0.088
H 4.9976 -2.4022 -1.8209 -0.8 0.7 0.6 0.078
C -1.5827 -3.7553 -3.5976 -0.1 -0.1 0.0 -0.220
C -1.9349 -4.2098 -5.0176 0.1 -0.1 0.0 -0.211
C -2.8553 -3.1463 -5.6252 -0.1 -0.5 -0.2 -0.215
S -2.4339 -1.6012 -4.8223 0.2 -0.2 -0.3 0.660
O -3.5636 -1.1658 -4.0377 0.1 0.3 -0.1 -0.325
O -1.7791 -0.7327 -5.7693 -0.2 0.2 0.2 -0.323
C -1.2073 -2.2830 -3.7156 0.3 -0.2 0.3 -0.240
H -0.7676 -4.3436 -3.1743 -0.1 0.0 0.0 0.116
H -2.4545 -3.8681 -2.9468 0.1 0.0 0.0 0.120
H -1.0204 -4.2883 -5.6120 0.0 0.0 0.0 0.119
H -2.4118 -5.1904 -5.0208 0.0 0.1 0.0 0.119
H -2.7034 -3.0464 -6.6987 -0.1 0.2 0.1 0.107
H -3.9039 -3.3586 -5.4168 0.0 0.2 0.0 0.109
H -1.2330 -1.7546 -2.7621 -0.1 0.1 -0.1 0.089
H -0.2303 -2.1623 -4.1872 -0.1 0.0 -0.1 0.106
C -0.8550 4.4068 5.3553 0.1 0.0 0.1 -0.214
C 0.3049 4.6949 4.3977 -0.1 0.2 -0.1 -0.213
C 1.0639 3.3810 4.1879 0.3 0.4 -0.1 -0.221
S -0.1338 2.0685 4.4238 -0.2 0.4 0.2 0.680
O 0.2358 1.3125 5.5922 0.0 -0.2 -0.3 -0.302
O -0.4029 1.4305 3.1500 0.5 -0.1 0.3 -0.366
C -1.5079 3.1283 4.8427 -0.3 0.3 0.1 -0.222
H -1.5658 5.2326 5.3900 0.0 -0.1 0.0 0.121
H -0.4689 4.2502 6.3663 -0.1 0.0 0.0 0.124
H -0.0919 5.0478 3.4415 0.0 0.0 0.1 0.117
H 0.9646 5.4724 4.7847 0.0 -0.1 0.0 0.118
H 1.4813 3.3119 3.1841 0.0 -0.2 0.1 0.094
H 1.8538 3.2521 4.9280 -0.1 -0.1 0.0 0.109
H -2.1392 2.6403 5.5834 0.1 -0.2 -0.1 0.114
H -2.0754 3.3150 3.9292 0.0 -0.1 0.0 0.112



Number 1: E_tot -8055.23802 hartree. Number 2: E_tot -838.99669 hartree. Number 3: E_tot -3098.32225 hartree.